1.
Computed, not measured: a single C4H9N3O molecule, with ωB97M-V/def2-TZVPD.

Geometry as XYZ:
```
17
Properties=species:S:1:pos:R:3:mulliken_charge:R:1
C 1.1105 2.6402 0.5381 -0.771
N 0.3472 1.6918 -0.1950 -0.396
C 0.9466 0.6010 -0.5441 -0.046
N 0.3394 -0.4468 -1.2127 0.119
O 1.2716 -1.0261 -2.1479 -0.451
C -0.3995 -1.3127 -0.4608 -0.123
N -1.1036 -0.8510 0.4824 -0.354
C -2.0080 -1.6833 1.2208 -0.771
H 1.8731 2.2937 1.2972 0.302
H 1.5563 3.4073 -0.1532 0.293
H 0.3209 3.2361 1.0332 0.285
H 2.0207 0.3934 -0.3650 0.383
H 0.8917 -0.9315 -3.0856 0.359
H -0.3372 -2.4003 -0.7108 0.337
H -2.0842 -2.6808 0.8656 0.324
H -3.0130 -1.2252 1.1739 0.243
H -1.7325 -1.7058 2.2639 0.266
```

Calculated values
SMILES string: C/N=C/N(O)/C=N/C
Kohn-Sham gap, eV: 9.6
Energy above the lowest of the compared OMol25 structures with the same formula, charge and spin, kcal/mol: 96.5
Lowest unoccupied orbital energy, eV: 0.763
Energy, a.u.: -397.19680

***

2.
Computed, not measured: a molecular structure, C16H25RuS, with ωB97M-V/def2-TZVPD.

Geometry as XYZ:
```
43
Properties=species:S:1:pos:R:3:mulliken_charge:R:1
C -0.8010 1.3105 -3.4229 0.621
C -0.1400 2.4799 -2.7754 -0.529
C 0.0816 0.1583 -3.7366 -1.114
C -2.1682 0.9665 -2.9375 -0.532
H -0.2538 -0.4337 -4.5951 0.374
H 0.0821 -0.5179 -2.8527 -0.020
H 1.1099 0.4886 -3.9222 0.403
H -0.2668 3.4386 -3.2947 0.373
H 0.9421 2.2975 -2.6870 0.275
H -0.5553 2.6153 -1.7543 -0.300
H -2.9924 1.4194 -3.4982 0.338
H -2.2750 1.3164 -1.8918 -0.170
H -2.3206 -0.1219 -2.9485 0.263
C 2.1478 -0.6185 1.2627 -0.502
C 2.2894 -0.8455 -0.1584 -0.667
C 2.2101 0.4032 -0.8471 -0.189
H 2.5689 -1.7928 -0.6207 0.525
C 1.9627 1.4288 0.1030 -0.184
C 1.8959 0.8409 1.4231 -1.273
H 1.8243 1.3632 2.3713 0.545
H 2.5135 -1.2842 2.0367 0.612
H 2.4381 0.5543 -1.9063 0.649
H 1.9704 2.4994 -0.1056 0.570
C -1.7325 -1.2737 1.3938 -1.175
C -0.5265 -2.1438 1.4126 -0.793
C -0.2127 -2.4238 0.0278 -0.607
H -0.1060 -2.6467 2.2743 0.597
C -1.2451 -1.8778 -0.8027 -0.176
C -2.1678 -1.1921 0.0247 -0.047
H -3.1175 -0.7656 -0.3013 0.538
H -2.2422 -0.8983 2.2746 0.523
H 0.5332 -3.1503 -0.2979 0.591
H -1.3670 -2.0802 -1.8701 0.646
Ru 0.1637 -0.3355 1.1091 0.593
C -3.1165 2.8603 1.1274 -1.185
S -1.4676 2.1207 1.0145 0.420
C -0.4720 3.5862 1.2699 -0.959
H -3.8612 2.0798 0.9342 0.310
H -3.2156 3.6551 0.3768 0.339
H -3.2659 3.2708 2.1317 0.431
H -1.1042 4.3850 1.6733 0.439
H 0.3339 3.3543 1.9755 0.255
H -0.0479 3.8856 0.3023 0.189
```

Calculated values
Spin multiplicity: 5
Kohn-Sham gap (alpha / beta), eV: 4.9 / 7.2
⟨S²⟩: 6.0414
Lowest unoccupied orbital energy (alpha / beta), eV: -4.923 / -4.643
Energy, a.u.: -1117.26852
Total charge: +1

***

3.
Computed, not measured: a molecular structure, C5H9N2O3P, with ωB97M-V/def2-TZVPD.

Geometry as XYZ:
```
20
Properties=species:S:1:pos:R:3:mulliken_charge:R:1
C 1.7642 -1.2936 0.4111 0.163
C 0.2858 -1.0953 0.2144 0.530
C 0.7009 0.1207 -0.5864 0.039
C -1.7778 -1.3256 -0.7182 -0.571
C 0.0383 1.4518 -0.2640 -1.064
N 4.4507 -0.0334 0.3670 -0.316
N 2.0428 -0.0732 -0.2558 0.301
O 2.5057 -2.1179 0.8124 -0.542
O -0.5299 1.4288 1.0476 -0.546
O -0.5379 -1.9654 -0.4460 -0.400
P 3.4225 0.8563 -0.4041 -0.160
H 0.0586 -0.7103 1.3173 0.236
H 0.4410 0.0271 -1.6918 0.142
H -1.7928 -0.9094 -1.7423 0.237
H -1.8314 -0.3827 -0.0365 0.268
H -2.4726 -2.2213 -0.5905 0.260
H -0.7451 1.6123 -0.9283 0.414
H 0.6948 2.3172 -0.3195 0.490
H 5.3667 0.3461 0.3357 0.210
H 0.0318 1.9752 1.5981 0.310
```

Calculated values
Spin multiplicity: 3
Kohn-Sham gap (alpha / beta), eV: 7.1 / 6.9
⟨S²⟩: 2.0139
Energy above the lowest of the compared OMol25 structures with the same formula, charge and spin, kcal/mol: 97.2
Lowest unoccupied orbital energy (alpha / beta), eV: 0.666 / -2.820
Energy, a.u.: -872.31315

***

4.
Computed, not measured: 2 unconnected molecules or ions with the total composition C11H14N2O2S, with ωB97M-V/def2-TZVPD.

Geometry as XYZ:
```
30
Properties=species:S:1:pos:R:3:mulliken_charge:R:1
N -0.5563 -1.7051 -3.0900 -0.616
C -0.6861 -0.3737 -2.5230 0.328
C 0.2197 -0.1969 -1.2960 -0.727
C -0.1408 -1.0654 -0.1249 0.374
C -0.7554 -2.2844 -0.1177 -0.668
N -0.9001 -2.7304 1.1796 0.021
C -0.3698 -1.7994 2.0426 -0.550
C -0.2819 -1.7988 3.4379 -0.830
C 0.3131 -0.7053 4.0398 -0.452
C 0.8094 0.3686 3.2753 -0.669
C 0.7181 0.3615 1.8957 -0.460
C 0.1199 -0.7350 1.2561 0.959
C -0.4049 0.7144 -3.5562 0.270
O -0.0789 0.5111 -4.7022 -0.582
O -0.5771 1.9557 -3.0634 -0.418
H 0.4126 -1.8435 -3.3742 0.256
H -1.0909 -1.7495 -3.9559 0.270
H -1.7238 -0.2334 -2.1949 0.357
H 0.1716 0.8529 -0.9858 0.404
H 1.2613 -0.3731 -1.6065 0.275
H -1.0953 -2.8707 -0.9593 0.481
H -1.3262 -3.5972 1.4435 0.167
H -0.6658 -2.6235 4.0284 0.358
H 0.3984 -0.6728 5.1227 0.366
H 1.2708 1.2119 3.7814 0.375
H 1.1076 1.1951 1.3132 0.381
H -0.3857 2.5666 -3.7950 0.331
S 1.0907 6.3881 0.7498 -0.280
H 2.1825 5.8669 0.1737 0.140
H 0.9631 5.3652 1.6054 0.139
```

Calculated values
SMILES string: N[C@@H](Cc1c[nH]c2ccccc12)C(=O)O.S
Kohn-Sham gap, eV: 8.4
Energy above the lowest of the compared OMol25 structures with the same formula, charge and spin, kcal/mol: 3.4
Lowest unoccupied orbital energy, eV: 0.518
Energy, a.u.: -1085.77370

***

5.
Computed, not measured: a gas-phase ion, C3H8N3S2 (charge +1), with ωB97M-V/def2-TZVPD.

Geometry as XYZ:
```
16
Properties=species:S:1:pos:R:3:mulliken_charge:R:1
C -0.9561 -0.5905 0.4697 0.128
C -0.6301 2.0718 1.0409 0.176
C 0.8591 -1.0685 -2.2602 -0.766
N 0.0806 -1.2701 -0.0068 -0.038
N 0.9537 -0.6244 -0.8765 -0.358
N -0.4228 1.6747 2.2699 -0.229
S -2.1163 -1.0273 1.4965 -0.185
S -0.8741 1.1317 -0.3078 0.051
H -0.6339 3.1364 0.8509 0.374
H 1.4838 -0.4108 -2.8589 0.303
H 1.1855 -2.1025 -2.4052 0.350
H -0.1752 -0.9720 -2.5894 0.291
H 0.1364 -2.2717 0.1798 0.268
H -0.4688 0.6889 2.5080 0.139
H -0.3347 2.3352 3.0285 0.270
H 1.9126 -0.7009 -0.5393 0.226
```

Calculated values
Kohn-Sham gap, eV: 8.7
Energy above the lowest of the compared OMol25 structures with the same formula, charge and spin, kcal/mol: 35.7
Lowest unoccupied orbital energy, eV: -4.370
Energy, a.u.: -1079.45711
Total charge: +1

***

6.
Computed, not measured: a molecular structure, C6H9CoLiO2, with ωB97M-V/def2-TZVPD.

Geometry as XYZ:
```
19
Properties=species:S:1:pos:R:3:mulliken_charge:R:1
C 1.8621 -1.2292 -0.8197 -0.430
H 1.5740 -0.8571 0.1643 0.244
H 2.0028 -2.2956 -0.6599 0.309
C -0.0730 0.7523 2.2478 -0.788
C -1.4381 0.4952 2.2882 0.028
C -2.3607 1.0488 1.4091 -0.265
O -2.5545 0.6108 0.1458 -0.678
Li -4.3538 0.3642 -0.1773 0.922
H 0.3463 1.3971 1.4719 0.375
H 0.6017 0.2932 2.9703 0.283
H -1.8081 -0.2383 3.0143 0.325
H -2.9816 1.8992 1.7202 0.440
H 1.2821 -1.6788 -2.9441 0.424
O -0.0671 -0.3235 -2.1022 -0.561
C 1.1529 -0.9306 -2.1499 0.387
C 2.4021 -0.1853 -1.7708 -0.505
H 3.3289 -0.3944 -2.3095 0.285
H 2.2476 0.8549 -1.4722 0.212
Co -1.1634 0.4170 -1.0264 0.993
```

Calculated values
Spin multiplicity: 6
Kohn-Sham gap (alpha / beta), eV: 7.1 / 5.7
⟨S²⟩: 8.7666
Lowest unoccupied orbital energy (alpha / beta), eV: -7.506 / -11.270
Energy, a.u.: -1773.98307
Total charge: +2

***

7.
Computed, not measured: 2 unconnected molecules or ions with the total composition C3H10OS, with ωB97M-V/def2-TZVPD.

Geometry as XYZ:
```
15
Properties=species:S:1:pos:R:3:mulliken_charge:R:1
C 0.3908 -0.0629 -0.2291 -0.959
C -0.4780 0.6079 0.8703 -0.402
S 0.3591 1.8898 1.7850 -0.088
C 0.3788 3.1721 0.5065 -0.798
H 0.4875 0.5919 -1.1114 0.289
H -0.0970 -1.0021 -0.5397 0.260
H 1.4008 -0.2986 0.1465 0.302
H -0.8103 -0.1688 1.5857 0.303
H -1.3795 1.0173 0.3752 0.271
H 0.8512 4.0915 0.8914 0.316
H -0.6479 3.4130 0.1833 0.258
H 0.9506 2.8230 -0.3697 0.250
O -0.3633 -5.5573 -1.6965 -0.651
H -0.7780 -5.9217 -0.8819 0.325
H -0.2647 -4.5951 -1.5154 0.326
```

Calculated values
SMILES string: CCSC.O
Kohn-Sham gap, eV: 9.2
Energy above the lowest of the compared OMol25 structures with the same formula, charge and spin, kcal/mol: 4.0
Lowest unoccupied orbital energy, eV: 0.594
Energy, a.u.: -593.71074

***

8.
Computed, not measured: 10 unconnected molecules or ions with the total composition C38H76Cl2O27, with ωB97M-V/def2-TZVPD.

Geometry as XYZ:
```
143
Properties=species:S:1:pos:R:3:mulliken_charge:R:1
C 5.8476 20.5036 9.6818 -0.817
C 5.7074 21.7338 8.7870 -0.322
O 6.0398 21.3181 7.4468 -0.351
C 7.2680 21.5293 7.0175 0.667
O 8.1270 22.2101 7.5132 -0.592
O 7.3933 20.8533 5.8677 -0.399
C 8.6251 20.9548 5.1544 -0.030
H 6.4942 19.7342 9.2714 0.153
H 4.8588 20.0365 9.7278 0.315
H 6.0724 20.7520 10.7185 0.311
H 6.3488 22.5884 9.0144 0.308
H 4.7061 22.1609 8.8008 0.322
H 8.5753 21.9295 4.6619 0.109
H 8.6925 20.1439 4.4338 -0.202
H 9.4600 20.8079 5.8403 0.407
C 18.9845 21.1098 8.3679 -0.761
C 18.3947 22.3280 9.0216 -0.351
O 17.3943 22.9694 8.2211 -0.288
C 17.7644 24.0512 7.5446 0.666
O 18.8455 24.5687 7.5224 -0.574
O 16.7097 24.4411 6.8209 -0.204
C 16.9844 25.3426 5.7642 -0.331
H 19.3332 20.4053 9.1197 0.384
H 19.7781 21.3923 7.6742 0.330
H 18.2214 20.6144 7.7636 -0.031
H 19.1500 22.9936 9.4410 0.349
H 17.8325 22.0403 9.9150 0.341
H 16.1712 25.2651 5.0436 -0.222
H 17.8371 25.0691 5.1404 0.363
H 17.0319 26.3683 6.1269 0.351
C 11.8810 18.1969 2.8065 -0.947
C 11.3029 19.6240 2.8189 1.400
O 11.8152 20.4815 3.8321 0.581
C 13.0829 20.7984 3.7694 -0.084
O 13.8779 20.4436 2.9346 -0.253
O 13.3628 21.4705 4.8943 -0.235
C 14.6998 21.8876 5.1033 -0.592
H 12.6239 18.0385 2.0313 -0.225
H 11.0335 17.5191 2.7765 -0.181
H 12.4201 18.0312 3.7401 0.525
H 10.2154 19.5777 2.8553 -0.682
H 11.4524 20.1138 1.8546 0.121
H 15.3380 21.1619 5.6080 0.202
H 14.6482 22.8118 5.6775 0.442
H 15.1974 22.1670 4.1708 -0.050
C 17.7852 13.3423 1.9498 -1.360
C 17.0996 14.6378 2.4297 -0.020
O 16.8229 15.4645 1.3166 -0.369
C 15.8388 16.3502 1.4384 0.893
O 15.1013 16.4118 2.3889 -0.515
O 15.7774 17.1101 0.3657 -0.464
C 14.8395 18.1778 0.4050 0.170
H 18.0887 12.8065 2.8480 0.397
H 18.6524 13.5244 1.3169 0.328
H 17.0863 12.7435 1.3646 0.336
H 17.8547 15.1333 3.0428 0.185
H 16.2563 14.3379 3.0445 0.293
H 15.1368 18.9600 -0.2911 0.244
H 14.6983 18.6305 1.3842 -0.252
H 13.9098 17.7602 0.0077 0.210
C 17.2573 19.8202 3.5337 -1.033
C 16.7631 18.5785 4.2873 -0.150
O 16.6560 18.9227 5.6639 -0.078
C 16.7302 17.9197 6.5515 0.617
O 16.8914 16.7474 6.3137 -0.617
O 16.5841 18.4325 7.7515 -0.190
C 17.0195 17.7209 8.8951 -0.798
H 17.8138 19.5762 2.6303 0.435
H 17.9989 20.3538 4.1353 0.418
H 16.3939 20.4704 3.4114 -0.038
H 17.5072 17.7874 4.1675 0.380
H 15.7836 18.2695 3.9226 0.125
H 18.0731 17.9553 9.0503 0.279
H 16.8828 16.6482 8.7790 0.334
H 16.5035 18.0325 9.7996 0.267
C 9.5954 17.4893 9.3902 -1.177
C 10.7433 17.5623 8.4081 0.124
O 10.6571 16.3434 7.6264 -0.407
C 10.5228 16.4326 6.3380 0.712
O 10.6154 17.4318 5.6631 -0.419
O 10.2828 15.2324 5.8086 -0.415
C 10.2514 15.0714 4.4039 -0.223
H 9.5313 16.5082 9.8573 0.330
H 8.6501 17.6256 8.8626 0.246
H 9.6944 18.2722 10.1434 0.391
H 11.7404 17.6100 8.8431 0.310
H 10.6643 18.4262 7.7502 0.021
H 9.6536 15.8421 3.9193 -0.030
H 9.8064 14.1004 4.1982 0.274
H 11.2868 15.0503 4.0595 0.248
C 7.0111 22.1764 -1.3307 -1.715
C 8.4199 21.9262 -0.7957 0.684
O 8.9044 20.8250 -1.5696 -0.353
C 10.0027 20.1919 -1.1770 0.656
O 10.7103 20.4923 -0.2552 -0.417
O 10.0766 19.0556 -1.8782 -0.367
C 11.0997 18.1384 -1.5023 -0.392
H 6.4455 22.8239 -0.6644 0.376
H 6.5032 21.2613 -1.6173 0.314
H 7.1747 22.7104 -2.2717 0.488
H 8.4256 21.6598 0.2634 -0.390
H 9.0571 22.7982 -0.9453 0.513
H 11.3013 18.1926 -0.4311 -0.092
H 12.0825 18.2568 -1.9633 0.329
H 10.6750 17.1889 -1.8160 0.375
C 4.6454 21.1345 2.8672 -1.306
C 6.0081 21.5325 2.2959 0.042
O 6.8920 20.4310 2.5050 0.042
C 7.0170 19.4822 1.5920 0.537
O 6.5719 19.4850 0.4811 -0.539
O 7.8199 18.5550 2.1102 -0.174
C 8.0311 17.3840 1.3484 -0.846
H 3.8657 21.8973 2.8904 0.401
H 4.7227 20.9199 3.9392 0.289
H 4.3049 20.2138 2.3960 0.314
H 6.4717 22.3491 2.8407 0.306
H 5.8530 21.7128 1.2331 0.052
H 9.0197 16.9930 1.5737 0.206
H 8.1649 17.6639 0.2938 0.341
H 7.2251 16.6549 1.3524 0.307
C 10.4257 23.3851 2.2122 0.355
C 10.1328 24.4533 3.2440 -0.895
O 10.5252 24.0471 4.5589 -0.301
C 11.8008 24.1766 4.8730 0.928
O 12.6788 24.6337 4.1849 -0.633
O 12.0611 23.7619 6.1170 -0.381
C 11.1763 22.8956 6.8295 -0.587
H 10.0349 23.7050 1.2430 0.314
H 9.9679 22.4363 2.4935 -0.284
H 11.4935 23.2638 2.0271 -0.165
H 9.0823 24.7368 3.2401 0.366
H 10.6811 25.3620 2.9877 0.472
H 11.2097 23.2710 7.8524 0.356
H 11.5565 21.8747 6.8456 0.168
H 10.1433 22.9169 6.5064 0.345
Cl 15.8608 25.3296 2.5422 -0.245
C 14.6695 24.1850 1.7775 0.110
C 15.4628 23.1493 1.0361 -0.091
Cl 14.2717 22.0947 0.2241 -0.131
H 14.0246 24.7694 1.1315 0.472
H 14.1582 23.7320 2.6194 -0.441
H 15.9836 22.4499 1.6892 -0.148
H 16.1626 23.4335 0.2561 0.502
```

Calculated values
SMILES string: CCOC(=O)OC.CCOC(=O)OC.CCOC(=O)OC.CCOC(=O)OC.CCOC(=O)OC.CCOC(=O)OC.CCOC(=O)OC.CCOC(=O)OC.CCOC(=O)OC.ClCCCl
Kohn-Sham gap, eV: 10.9
Energy above the lowest of the compared OMol25 structures with the same formula, charge and spin, kcal/mol: 0.0
Lowest unoccupied orbital energy, eV: 0.512
Energy, a.u.: -4445.44927